1.
This record from the OMol25 dataset describes a molecular structure, C28H27FN7O2RbS. The level of theory is ωB97M-V/def2-TZVPD.

Cartesian coordinates (Å):
Rb: 0.1018 0.7355 0.0949
O: 4.0047 -3.3813 -0.6514
C: 3.0760 -2.6061 -0.3095
N: 2.3941 -1.7963 -1.0847
C: 2.8020 -1.8905 -2.4562
C: 2.2119 -0.9021 -3.4189
C: 2.5706 -1.0067 -4.7719
C: 2.0873 -0.0946 -5.6849
C: 1.2318 0.9019 -5.2350
C: 0.9159 0.9198 -3.8866
N: 1.3949 0.0562 -3.0063
C: 2.6981 -2.5940 1.1505
C: 3.4362 -3.4305 2.0000
C: 3.1511 -3.4647 3.3470
C: 2.1163 -2.6702 3.8198
C: 1.4370 -1.8784 2.9052
N: 1.7097 -1.8357 1.6134
H: 2.5933 -2.9088 -2.8438
H: 3.9046 -1.7909 -2.5344
H: 3.2370 -1.7949 -5.0918
H: 2.3690 -0.1593 -6.7305
H: 0.8196 1.6322 -5.9163
H: 0.2387 1.6666 -3.4902
H: 4.2255 -4.0242 1.5628
H: 3.7144 -4.0972 4.0259
H: 1.8583 -2.6551 4.8716
H: 0.6197 -1.2470 3.2324
C: -1.3104 -3.2386 -4.6167
N: -1.8919 -1.9539 -4.3772
C: -1.6071 -0.7865 -5.0492
C: -2.2429 0.2087 -4.3952
N: -2.9304 -0.3139 -3.3315
C: -2.7012 -1.6408 -3.3162
S: -3.3836 -2.7906 -2.3189
H: -1.5402 -3.5840 -5.6296
H: -1.7394 -3.9313 -3.8899
H: -0.2253 -3.2044 -4.4776
H: -0.9742 -0.7758 -5.9119
H: -2.2598 1.2581 -4.6049
H: -2.9341 0.3059 -2.3724
C: -3.4844 -3.6851 2.0750
N: -2.6012 -2.5904 2.3732
C: -2.1919 -2.4264 3.7465
C: -2.2310 -1.6608 1.4658
O: -1.5758 -0.6853 1.7452
H: -4.5009 -3.4770 2.4339
H: -3.1217 -4.5955 2.5598
H: -3.5245 -3.8528 1.0012
H: -3.0550 -2.4683 4.4146
H: -1.7256 -1.4463 3.8291
H: -1.4597 -3.1904 4.0252
H: -2.5899 -1.8862 0.4508
F: -2.5831 1.0874 -1.3771
N: -0.9047 9.6142 6.2143
C: -0.6726 8.7142 5.5268
C: -0.3661 7.6349 4.6989
C: 0.4193 7.8218 3.5474
C: 0.7416 6.7651 2.7408
C: 0.2993 5.4535 3.0273
C: -0.4960 5.2813 4.1848
C: -0.8214 6.3370 4.9940
C: 0.6068 4.3710 2.1992
C: 0.8198 3.4269 1.4342
H: 0.7751 8.8197 3.3168
H: 1.3451 6.9262 1.8560
H: -0.8559 4.2879 4.4184
H: -1.4255 6.1837 5.8807

- Net charge: -2
- Highest occupied orbital energy: -2.50 eV
- E: -2139.1383 hartree
- Max |F|: 1.57 eV/Å
- LUMO: 3.8588 eV

---

2.
This record from the OMol25 dataset describes a molecular structure, C28H27IrN5O2S2. The level of theory is ωB97M-V/def2-TZVPD.

Cartesian coordinates (Å):
Ir: -0.5051 -0.3871 0.3896
C: 4.4115 -2.7690 -0.4331
S: 4.3273 -1.3309 0.6556
C: 2.6265 -0.9787 0.7192
S: 1.5184 -1.6057 -0.4286
N: 2.3211 -0.1363 1.6653
N: 1.0414 0.2523 1.7262
C: 0.7121 1.0329 2.6854
C: -0.6634 1.4531 2.7590
C: -1.1431 2.3252 3.7268
C: -2.4859 2.6571 3.7367
C: -3.3198 2.1029 2.7787
C: -2.7661 1.2638 1.8288
N: -1.4677 0.9577 1.8110
H: 5.4377 -2.8177 -0.7902
H: 3.7381 -2.6370 -1.2756
H: 4.1626 -3.6710 0.1191
H: 1.4627 1.3208 3.4135
H: -0.4464 2.7236 4.4523
H: -2.8807 3.3334 4.4828
H: -4.3786 2.3159 2.7675
H: -3.3715 0.8403 1.0401
C: -1.4317 -3.0781 3.6405
C: -2.1986 -4.0319 2.9829
C: -2.3705 -3.9497 1.6151
C: -1.7810 -2.9120 0.8902
C: -1.0409 -1.9198 1.5551
C: -0.8723 -2.0236 2.9317
C: -1.8652 -2.7954 -0.5615
C: -2.4551 -3.7920 -1.3695
C: -2.4245 -3.6735 -2.7198
C: -1.7925 -2.5597 -3.3144
C: -1.7001 -2.4185 -4.7161
C: -1.0553 -1.3498 -5.2663
C: -0.4737 -0.3836 -4.4244
C: -0.5500 -0.4955 -3.0635
C: -1.2215 -1.5813 -2.4677
N: -1.2939 -1.7143 -1.0965
H: -1.2731 -3.1498 4.7091
H: -2.6621 -4.8336 3.5420
H: -2.9863 -4.6906 1.1224
H: -0.2999 -1.2811 3.4742
H: -2.9161 -4.6512 -0.9084
H: -2.8499 -4.4418 -3.3541
H: -2.1404 -3.1866 -5.3401
H: -0.9852 -1.2426 -6.3404
H: 0.0406 0.4624 -4.8613
H: -0.1077 0.2528 -2.4312
O: -0.4206 3.5275 -1.7370
C: -0.0414 2.6069 -0.9749
O: -0.5440 1.4765 -0.8592
C: 1.2390 2.9842 -0.1837
N: 1.3640 4.4576 -0.3927
C: 2.7488 4.7886 -0.8538
C: 3.5365 3.4944 -0.6587
C: 2.4819 2.4069 -0.8757
H: 1.1756 2.7007 0.8622
H: 1.0614 5.0071 0.4039
H: 0.5621 4.4799 -1.1920
H: 3.1546 5.6244 -0.2903
H: 2.7061 5.0664 -1.9052
H: 3.9302 3.4261 0.3571
H: 4.3694 3.4230 -1.3548
H: 2.7680 1.4439 -0.4604
H: 2.2842 2.2810 -1.9427

- Net charge: +1
- Highest occupied orbital energy: -10.41 eV
- E: -2408.0154 hartree
- Max |F|: 4.69 eV/Å
- LUMO: -3.6409 eV

---

Which value of highest occupied orbital energy does entry 2 give?
-10.41 eV